Below is a single C7H12 molecule at a distorted geometry, with properties calculated with ωB97M-V with the def2-TZVPD basis set.

Output
orbital gap	10.28	eV
calculated total energy	-7451.5470	eV
LUMO	1.033	eV
ΔE to the lowest compared entry with this formula, charge and spin	43.45	kcal per mole
max |F|	1.05	eV/Å

```
! RIJCOSX wB97M-V def2-TZVPD def2/J DEFGRID3
* xyz 0 1
C -2.900 0.035 0.326
C -1.587 -0.243 -0.396
C -0.613 0.935 -0.409
C 0.614 0.611 -1.286
C 1.839 0.593 -0.489
C 2.529 0.006 0.304
C 3.127 -0.914 1.258
H -2.727 0.278 1.380
H -3.426 0.881 -0.132
H -3.564 -0.835 0.282
H -1.085 -1.108 0.063
H -1.798 -0.527 -1.435
H -0.288 1.159 0.614
H -1.101 1.838 -0.786
H 0.511 -0.426 -1.633
H 0.682 1.232 -2.176
H 3.963 -0.459 1.792
H 3.471 -1.823 0.749
H 2.354 -1.232 1.971
*
```

---

Below is a single C7H12 molecule at a distorted geometry, with properties calculated with ωB97M-V with the def2-TZVPD basis set.

Output
orbital gap	10.29	eV
calculated total energy	-7451.8506	eV
LUMO	1.119	eV
ΔE to the lowest compared entry with this formula, charge and spin	36.45	kcal per mole
max |F|	1.66	eV/Å

```
! RIJCOSX wB97M-V def2-TZVPD def2/J DEFGRID3
* xyz 0 1
C -0.486 1.533 0.824
C 0.718 0.944 0.082
C 1.420 -0.205 0.777
C 0.960 -0.931 1.785
C -1.144 -1.530 -0.693
C -0.350 -0.873 -1.523
C 0.383 0.421 -1.348
H -0.201 1.921 1.810
H -0.901 2.366 0.244
H -1.290 0.805 0.969
H 1.462 1.752 -0.010
H 2.353 -0.532 0.319
H 1.497 -1.818 2.108
H 0.046 -0.660 2.305
H -1.693 -2.400 -1.032
H -1.270 -1.243 0.340
H -0.390 0.935 -1.924
H -0.359 -1.133 -2.578
H 1.302 0.429 -1.957
*
```

---

Below is 2 unconnected molecules or ions with the total composition C7H12 at a distorted geometry, with properties calculated with ωB97M-V with the def2-TZVPD basis set.

Output
orbital gap	7.58	eV
calculated total energy	-7446.7678	eV
LUMO	-0.346	eV
ΔE to the lowest compared entry with this formula, charge and spin	153.67	kcal per mole
max |F|	3.23	eV/Å

```
! RIJCOSX wB97M-V def2-TZVPD def2/J DEFGRID3
* xyz 0 1
C 1.953 0.861 -0.998
C 0.802 -0.151 -1.209
C 0.271 -0.481 0.162
C -1.040 -0.331 0.517
C -1.899 0.739 0.063
C -3.223 0.636 0.090
C 1.162 -1.216 1.156
H 2.532 0.599 -0.112
H 2.541 0.948 -1.933
H 1.596 1.887 -0.831
H 1.115 -1.065 -1.716
H -0.064 0.298 -1.695
H -1.614 -1.147 0.974
H -0.484 1.602 0.907
H -4.008 1.345 -0.135
H -3.587 -0.225 0.644
H 1.068 -0.760 2.148
H 0.712 -2.209 1.221
H 2.168 -1.334 0.748
*
```

---

Below is a single C7H12 molecule, with properties calculated with ωB97M-V with the def2-TZVPD basis set.

Output
orbital gap	10.28	eV
calculated total energy	-7451.2101	eV
LUMO	1.068	eV
ΔE to the lowest compared entry with this formula, charge and spin	51.22	kcal per mole
max |F|	0.61	eV/Å

```
! RIJCOSX wB97M-V def2-TZVPD def2/J DEFGRID3
* xyz 0 1
C 1.795 -1.690 -0.468
C 1.628 -0.302 -1.133
C 0.376 0.296 -0.510
C -0.224 1.682 -0.835
C -1.368 1.670 0.107
C -1.969 1.071 0.969
C -2.383 0.054 1.940
H 2.747 -1.793 0.058
H 1.005 -1.842 0.282
H 1.705 -2.512 -1.183
H 2.504 0.331 -0.946
H 1.529 -0.396 -2.221
H 0.541 0.300 0.574
H -0.437 -0.421 -0.679
H 0.473 2.503 -0.632
H -0.542 1.770 -1.881
H -1.666 -0.776 1.841
H -3.379 -0.349 1.742
H -2.335 0.406 2.974
*
```

---

Below is a single C7H12 molecule at a distorted geometry, with properties calculated with ωB97M-V with the def2-TZVPD basis set.

Output
orbital gap (spin up / spin down)	8.00 / 7.75	eV
calculated total energy	-7448.3559	eV
LUMO (spin up / spin down)	0.796 / 0.728	eV
ΔE to the lowest compared entry with this formula, charge and spin	117.04	kcal per mole
max |F|	1.94	eV/Å

```
! RIJCOSX wB97M-V def2-TZVPD def2/J DEFGRID3
* xyz 0 1
C 0.159 -2.660 -0.556
C 0.023 -1.164 -0.691
C 0.022 -0.244 0.469
C 1.201 0.853 0.794
C 0.296 2.003 0.822
C -0.520 2.056 -0.390
C -1.086 0.676 -0.012
H -0.311 -3.161 -1.409
H -0.340 -3.012 0.354
H 1.208 -2.998 -0.521
H 0.517 -0.747 -1.575
H -1.237 -0.248 -0.958
H -0.209 -0.757 1.409
H 1.900 0.868 -0.050
H 1.735 0.638 1.721
H -0.096 2.379 1.762
H -1.291 2.825 -0.413
H 0.034 2.038 -1.336
H -2.004 0.653 0.581
*
```

---

Below is a single C7H12 molecule, with properties calculated with ωB97M-V with the def2-TZVPD basis set.

Output
orbital gap	10.35	eV
calculated total energy	-7451.8522	eV
LUMO	1.071	eV
ΔE to the lowest compared entry with this formula, charge and spin	36.42	kcal per mole
max |F|	0.56	eV/Å

```
! RIJCOSX wB97M-V def2-TZVPD def2/J DEFGRID3
* xyz 0 1
C -2.813 0.745 0.469
C -2.060 0.034 -0.671
C -0.585 -0.034 -0.300
C 0.395 -0.722 -1.262
C 1.703 -0.586 -0.606
C 2.555 -0.299 0.198
C 3.474 0.110 1.259
H -3.361 0.039 1.100
H -2.101 1.268 1.120
H -3.524 1.490 0.102
H -2.464 -0.973 -0.834
H -2.183 0.575 -1.617
H -0.488 -0.528 0.676
H -0.223 0.991 -0.151
H 0.131 -1.776 -1.417
H 0.387 -0.241 -2.248
H 2.895 0.577 2.065
H 4.204 0.845 0.906
H 4.012 -0.741 1.685
*
```